(1)
97
Properties=species:S:1:pos:R:3:forces:R:3 method="wB97M-V/def2-TZVPD" homo_energy_ev=-9.67 homo_lumo_gap_ev=8.06
C -3.964 0.724 -6.471 0.4 0.3 0.1
C -2.594 0.657 -5.747 -0.4 -0.8 0.3
C -2.607 1.408 -4.408 0.2 0.0 -0.4
O -2.948 2.546 -4.336 -0.1 0.4 0.0
O -2.224 0.729 -3.248 -0.6 -0.3 -0.9
C -3.423 0.146 -2.703 -0.1 -0.6 0.8
C -3.040 -0.747 -1.488 -0.5 0.1 -0.1
B -3.532 -0.172 -0.099 0.5 -0.2 0.4
O -4.498 -0.884 0.662 -0.4 1.0 -1.5
B -5.604 0.003 0.723 -0.1 -0.3 0.9
C -6.945 -0.350 -0.042 0.5 0.1 0.0
N -6.670 0.062 -1.468 0.1 0.1 0.9
O -5.373 1.185 1.429 1.0 -0.8 -1.1
B -3.972 1.379 1.527 0.1 0.7 0.8
C -3.376 1.934 2.886 -0.4 -0.1 -0.5
C -2.903 3.401 2.820 0.3 0.3 1.0
C -2.419 3.871 4.222 -0.8 -0.1 -0.8
C -4.008 4.388 2.339 0.7 0.0 0.2
O -3.124 1.039 0.453 -1.2 -0.6 0.1
H -3.808 0.517 -7.534 -0.1 0.0 0.1
H -4.393 1.724 -6.370 0.0 -0.2 -0.1
H -4.662 -0.021 -6.076 0.1 0.2 0.0
H -2.374 -0.407 -5.591 0.2 0.4 0.0
H -1.816 1.068 -6.398 -0.1 0.1 0.3
H -3.926 -0.496 -3.446 0.3 0.2 -0.1
H -4.154 0.918 -2.436 0.3 0.1 0.0
H -1.962 -0.944 -1.511 -0.1 0.1 0.0
H -3.567 -1.698 -1.636 0.3 0.0 0.1
H -7.149 -1.427 -0.020 -0.3 0.3 0.3
H -7.776 0.247 0.344 0.0 -0.3 0.0
H -6.547 -0.773 -2.021 -0.2 0.1 -0.2
H -7.480 0.578 -1.778 0.1 -0.1 -0.5
H -2.563 1.248 3.174 0.0 0.3 0.0
H -4.148 1.850 3.665 0.1 0.0 -0.1
H -2.014 3.475 2.180 -0.3 -0.1 -0.2
H -3.296 3.898 4.886 0.3 -0.1 0.1
H -1.641 3.224 4.624 -0.1 0.1 0.0
H -2.052 4.896 4.131 0.1 -0.2 0.2
H -3.637 4.916 1.454 -0.5 -0.2 -0.1
H -4.978 3.911 2.175 0.2 0.0 -0.2
H -4.156 5.161 3.104 -0.1 -0.2 -0.1
C 1.739 -3.288 -4.421 -0.5 0.3 -0.2
C 1.597 -4.399 -5.151 0.6 0.1 0.2
C 0.263 -4.841 -5.663 -0.6 0.1 0.0
O 0.200 -5.851 -6.338 0.3 -0.1 0.0
C -0.908 -4.037 -5.321 0.1 -0.2 -0.2
C -0.768 -2.928 -4.588 -0.6 0.0 -0.1
C 0.573 -2.473 -4.100 0.6 -0.2 0.0
O 0.638 -1.448 -3.449 -0.3 0.1 0.1
O -1.806 -2.159 -4.241 0.6 -0.1 0.2
O 2.634 -5.190 -5.477 -0.4 0.0 0.0
H 2.686 -2.956 -4.050 0.1 0.1 0.0
H -1.869 -4.376 -5.681 0.0 0.0 0.0
H -1.428 -1.419 -3.719 -0.1 0.2 0.0
H 2.252 -5.913 -6.008 0.0 0.0 -0.1
C 7.047 -5.579 -2.120 0.2 0.1 0.2
C 5.842 -5.406 -2.672 0.2 -0.6 -0.3
C 5.020 -4.187 -2.398 0.0 0.5 0.4
O 3.937 -4.091 -2.949 0.4 -0.3 0.2
C 5.550 -3.183 -1.487 -0.3 0.0 -0.2
C 6.755 -3.356 -0.932 -0.3 0.5 0.2
C 7.591 -4.565 -1.223 0.0 -0.6 -0.3
O 8.686 -4.656 -0.701 0.0 0.3 0.2
O 7.286 -2.469 -0.088 0.1 -0.4 -0.1
O 5.298 -6.301 -3.501 -0.1 0.5 0.2
H 7.652 -6.454 -2.311 0.0 0.0 0.0
H 4.938 -2.315 -1.284 0.0 0.0 0.1
H 8.155 -2.831 0.163 0.1 0.0 0.0
H 4.432 -5.932 -3.766 0.0 0.0 -0.1
C 2.124 4.404 4.711 -0.2 0.2 0.0
C 3.415 4.227 5.004 0.0 0.1 -0.6
C 3.895 4.139 6.419 -0.2 0.1 0.6
O 5.081 3.956 6.621 0.1 0.0 -0.3
C 2.914 4.280 7.490 0.3 -0.1 -0.1
C 1.621 4.460 7.195 0.0 0.0 0.6
C 1.140 4.520 5.780 0.2 -0.1 -0.7
O -0.048 4.662 5.566 0.2 0.2 0.5
O 0.686 4.594 8.138 0.0 0.0 -0.5
O 4.354 4.115 4.056 0.0 -0.1 0.4
H 1.764 4.467 3.694 0.0 0.0 0.0
H 3.274 4.232 8.508 0.0 0.0 0.0
H -0.156 4.707 7.660 -0.1 0.0 0.0
H 5.196 3.993 4.530 0.1 0.0 0.0
C 3.668 -0.506 2.438 -0.1 -0.2 -0.3
C 3.310 0.304 3.440 0.6 -0.1 0.1
C 1.890 0.744 3.627 -0.7 0.0 -0.3
O 1.618 1.471 4.565 0.3 -0.1 0.1
C 0.895 0.285 2.665 0.1 0.2 0.3
C 1.254 -0.522 1.661 -0.6 0.1 -0.1
C 2.669 -0.983 1.488 0.6 0.1 0.3
O 2.930 -1.731 0.566 -0.2 0.0 -0.2
O 0.379 -0.966 0.755 0.5 -0.1 0.1
O 4.190 0.766 4.332 -0.4 0.0 -0.1
H 4.689 -0.831 2.294 0.0 0.0 0.0
H -0.124 0.623 2.800 0.0 0.0 0.0
H 0.892 -1.526 0.144 0.0 0.0 -0.1
H 3.676 1.320 4.946 0.0 0.0 0.1


(2)
87
Properties=species:S:1:pos:R:3:forces:R:3 method="wB97M-V/def2-TZVPD" multiplicity=3 homo_energy_ev="-7.43 / -9.01" homo_lumo_gap_ev="6.48 / 7.75" e_above_lowest_kj_mol=0.0
W -0.192 -0.208 -0.415 -0.8 0.8 0.2
O -1.881 2.599 -2.856 0.1 0.0 0.0
C -1.636 1.615 -2.204 -0.3 -0.3 0.0
O -0.453 1.242 -1.800 0.0 0.0 -0.3
C -2.763 0.669 -1.794 0.2 0.3 -0.2
C -4.061 0.926 -2.267 0.0 -0.2 0.1
C -5.049 0.050 -1.929 0.0 0.0 0.0
C -4.735 -1.092 -1.156 -0.2 -0.1 0.0
C -5.714 -2.062 -0.809 0.1 0.1 -0.1
C -5.369 -3.172 -0.101 0.2 0.0 0.1
C -4.019 -3.374 0.280 -0.2 -0.1 0.0
C -3.063 -2.456 -0.033 0.1 0.1 -0.1
C -3.402 -1.282 -0.742 0.0 0.0 0.1
N -2.438 -0.357 -1.039 0.2 -0.1 -0.1
H -4.218 1.802 -2.877 0.0 0.0 0.0
H -6.069 0.204 -2.259 0.0 0.0 0.0
H -6.735 -1.901 -1.129 0.0 0.0 0.0
H -6.116 -3.909 0.159 0.0 0.0 0.0
H -3.744 -4.272 0.818 0.0 0.0 0.0
H -2.030 -2.622 0.229 0.0 0.0 0.0
C 3.345 -1.619 -1.612 0.0 -0.1 0.0
Si 2.929 0.210 -1.614 0.1 0.1 0.3
C 2.295 0.697 -3.313 0.0 0.0 -0.1
C 4.609 1.064 -1.503 0.0 0.1 -0.1
C 1.822 0.703 -0.132 -0.1 -0.3 -0.2
Si 2.617 0.198 1.514 0.0 0.2 -0.1
C 2.902 -1.651 1.810 0.0 0.0 0.1
C 4.360 0.864 1.814 0.1 -0.1 0.0
C 1.559 0.834 2.952 0.0 0.0 0.1
Si 1.554 2.567 -0.174 0.3 -0.1 0.2
C 2.709 3.562 0.934 0.0 0.1 0.0
C 1.647 3.512 -1.781 0.0 0.0 -0.1
C -0.166 2.903 0.565 -0.2 0.1 0.0
C -0.549 4.142 1.077 -0.1 -0.1 0.0
C -1.823 4.319 1.588 0.0 0.0 0.0
C -2.697 3.242 1.606 0.0 0.0 0.0
C -2.252 2.033 1.107 -0.1 -0.1 0.1
N -1.036 1.879 0.590 0.7 -0.4 -0.1
H 3.623 -1.910 -2.627 0.1 0.0 0.0
H 2.534 -2.276 -1.303 0.0 0.0 0.0
H 4.208 -1.796 -0.966 0.0 -0.1 0.0
H 2.693 -0.036 -4.021 0.0 0.0 0.0
H 2.697 1.672 -3.590 0.0 0.0 -0.1
H 1.215 0.740 -3.434 0.0 0.0 0.0
H 5.149 0.903 -2.441 0.0 0.0 0.0
H 5.230 0.680 -0.697 0.0 0.0 0.0
H 4.518 2.146 -1.368 0.0 0.0 0.0
H 3.874 -1.736 2.302 0.0 0.0 0.0
H 2.165 -2.074 2.495 0.0 0.0 0.0
H 2.939 -2.254 0.907 0.0 0.0 0.0
H 5.101 0.160 1.429 0.0 0.0 0.0
H 4.514 0.925 2.896 0.0 0.0 0.0
H 4.580 1.837 1.390 0.0 0.1 0.0
H 0.652 1.347 2.629 0.0 0.0 0.0
H 2.141 1.531 3.559 0.0 0.0 0.0
H 1.250 0.015 3.608 0.0 0.0 0.0
H 3.733 3.519 0.562 0.0 0.0 0.0
H 2.713 3.253 1.979 0.0 0.0 0.0
H 2.412 4.613 0.893 0.0 0.0 0.0
H 2.639 3.439 -2.229 0.0 0.0 0.0
H 1.491 4.563 -1.517 0.0 0.0 -0.1
H 0.903 3.220 -2.517 0.0 0.0 0.0
H 0.154 4.963 1.072 0.0 0.0 0.0
H -2.132 5.282 1.973 0.0 0.0 0.0
H -3.700 3.332 1.998 0.0 0.0 0.0
H -2.882 1.150 1.124 0.0 0.0 0.0
Cl -1.668 -4.530 5.601 0.0 0.0 0.0
C -1.416 -3.353 4.350 0.0 0.1 0.0
C -1.989 -2.073 4.480 -0.1 -0.1 0.2
C -1.821 -1.110 3.523 0.1 0.0 -0.2
C -1.060 -1.387 2.358 -0.1 0.1 0.4
O -0.914 -0.464 1.460 -0.2 -0.2 0.3
C -0.487 -2.669 2.256 0.2 -0.1 -0.4
C 0.310 -2.955 1.104 -0.2 -0.1 0.5
O 0.487 -2.171 0.171 0.1 0.0 -0.6
C -0.665 -3.649 3.250 -0.1 0.0 0.1
H -2.572 -1.857 5.366 0.0 0.0 0.0
H -2.254 -0.126 3.635 0.0 0.0 0.0
H 0.796 -3.934 1.042 0.0 0.0 0.0
H -0.206 -4.624 3.141 0.0 0.0 0.0
O 0.214 -1.315 -2.100 0.1 0.0 0.1
N -0.671 -1.288 -3.078 0.0 0.1 0.0
C -0.306 -1.911 -4.143 0.0 -0.1 -0.1
C 0.955 -2.600 -4.276 -0.2 0.0 0.0
N 1.940 -3.177 -4.397 0.0 0.0 0.0
C -1.240 -1.927 -5.239 0.1 0.0 0.1
N -1.984 -1.950 -6.114 0.0 0.0 0.0


(3)
91
Properties=species:S:1:pos:R:3:forces:R:3 method="wB97M-V/def2-TZVPD" multiplicity=4 homo_energy_ev="-15.65 / -15.65" homo_lumo_gap_ev="6.17 / 5.23" e_above_lowest_kj_mol=3.0 charge=+3
V -1.540 -1.655 1.632 -0.3 -0.2 0.7
C -5.375 -1.627 -0.552 0.0 0.0 0.0
C -4.210 -2.081 0.059 0.0 0.0 -0.1
N -3.469 -1.260 0.804 0.0 0.0 0.0
C -3.909 0.010 0.979 0.0 0.0 0.1
C -5.046 0.445 0.318 0.0 0.0 0.0
N -5.764 -0.367 -0.450 0.0 0.0 0.0
C -3.211 0.738 2.061 0.0 0.0 0.0
C -3.488 1.991 2.564 0.0 0.0 0.1
C -2.875 2.388 3.765 0.0 0.0 0.0
C -2.081 1.457 4.454 0.0 0.0 0.0
C -1.854 0.224 3.880 0.0 0.0 0.0
N -2.347 -0.070 2.678 0.0 0.0 -0.1
C -1.274 -0.987 4.499 0.0 0.0 -0.1
C -0.755 -1.076 5.779 0.0 0.0 0.0
N -0.419 -2.242 6.318 0.0 0.0 0.0
C -0.605 -3.333 5.594 0.0 0.0 0.0
C -1.079 -3.266 4.287 0.0 0.0 0.0
N -1.402 -2.099 3.738 0.2 0.0 -0.1
C -3.120 3.724 4.336 0.0 0.0 0.0
C -4.356 4.349 4.211 0.0 0.0 0.0
C -4.524 5.604 4.778 0.0 0.0 0.0
N -3.554 6.247 5.421 0.0 0.0 0.0
C -2.373 5.651 5.535 0.0 0.0 0.0
C -2.107 4.389 5.021 0.0 0.0 0.0
H -5.989 -2.300 -1.137 0.0 0.0 0.0
H -3.871 -3.100 -0.061 0.0 0.0 0.0
H -5.398 1.464 0.421 0.0 0.0 0.0
H -4.172 2.659 2.061 0.0 0.0 0.0
H -1.709 1.694 5.441 0.0 0.0 0.0
H -0.613 -0.192 6.389 0.0 0.0 0.0
H -0.367 -4.287 6.050 0.0 0.0 0.0
H -1.212 -4.160 3.694 0.0 0.0 0.0
H -5.195 3.866 3.725 0.0 0.0 0.0
H -5.479 6.111 4.715 0.0 0.0 0.0
H -1.603 6.202 6.061 0.0 0.0 0.0
H -1.118 3.963 5.127 0.0 0.0 0.0
F -0.413 -0.200 0.942 -0.2 0.0 -0.2
P 1.328 -0.745 1.083 0.1 0.0 -0.1
F 0.536 -1.986 1.970 0.0 0.0 -0.1
F 0.994 -1.595 -0.223 0.0 0.0 0.0
F 1.748 0.496 0.224 0.0 0.0 0.0
F 2.717 -1.396 1.277 0.0 0.0 0.1
F 1.348 0.076 2.421 0.0 0.0 0.0
C 1.371 -1.538 -6.149 0.0 0.0 0.0
C 2.729 -0.875 -5.939 0.0 0.0 0.0
C 3.515 -1.466 -4.770 0.0 0.0 0.0
C 2.921 -1.155 -3.404 0.0 0.0 0.0
N 3.031 0.278 -3.089 0.0 0.0 0.0
C 2.049 1.131 -2.902 0.0 -0.1 0.0
S 0.384 0.605 -2.918 0.1 0.1 0.0
N 2.260 2.428 -2.756 0.0 0.0 0.0
C 3.563 3.087 -2.951 0.0 0.0 0.0
C 4.456 3.020 -1.716 0.0 0.0 0.0
C 5.793 3.715 -1.962 0.0 0.0 0.0
C 6.701 3.656 -0.741 0.0 0.0 0.0
H 0.855 -1.103 -7.004 0.0 0.0 0.0
H 0.715 -1.421 -5.281 0.0 0.0 0.0
H 1.488 -2.606 -6.342 0.0 0.0 0.0
H 2.605 0.204 -5.802 0.0 0.0 0.0
H 3.325 -0.989 -6.844 0.0 0.0 0.0
H 4.552 -1.117 -4.789 0.0 0.0 0.0
H 3.563 -2.553 -4.868 0.0 0.0 0.0
H 3.438 -1.700 -2.614 0.0 0.0 0.0
H 1.866 -1.428 -3.355 0.0 0.0 0.0
H 3.972 0.646 -3.029 0.0 0.0 0.0
H 1.476 2.993 -2.470 0.0 0.0 0.0
H 3.353 4.122 -3.217 0.0 0.0 0.0
H 4.043 2.636 -3.823 0.0 0.0 0.0
H 4.633 1.979 -1.423 0.0 0.0 0.0
H 3.938 3.489 -0.876 0.0 0.0 0.0
H 5.610 4.756 -2.239 0.0 0.0 0.0
H 6.291 3.252 -2.819 0.0 0.0 0.0
H 6.238 4.146 0.117 0.0 0.0 0.0
H 7.648 4.156 -0.937 0.0 0.0 0.0
H 6.923 2.624 -0.462 0.0 0.0 0.0
N -0.484 -5.271 -0.299 0.0 0.0 0.0
C -0.725 -4.534 0.779 -0.1 0.0 0.0
N -1.280 -3.365 0.479 0.0 0.1 -0.2
C -1.351 -3.337 -0.931 0.1 0.0 0.0
C -1.721 -2.322 -1.816 0.0 0.0 0.0
C -1.633 -2.596 -3.166 0.0 0.0 0.0
C -1.179 -3.838 -3.642 0.0 0.0 0.0
C -0.776 -4.834 -2.779 0.0 0.0 0.0
C -0.862 -4.546 -1.420 0.0 0.0 0.0
H -0.081 -6.198 -0.289 0.0 0.0 0.0
H -0.479 -4.870 1.773 0.0 0.0 0.0
H -2.055 -1.351 -1.475 0.0 0.0 0.0
H -1.925 -1.839 -3.883 0.0 0.0 0.0
H -1.140 -4.011 -4.708 0.0 0.0 0.0
H -0.409 -5.785 -3.141 0.0 0.0 0.0